[1]
{
  "formula": "C45H56ClF5NO4PPdSeTe",
  "method": "the ωB97M-V functional and the def2-TZVPD basis",
  "symbols": ["Pd", "C", "C", "C", "O", "H", "H", "H", "H", "H", "H", "C", "C", "C", "C", "P", "C", "C", "C", "C", "C", "C", "C", "C", "C", "C", "H", "H", "H", "H", "H", "H", "H", "H", "H", "H", "H", "H", "H", "H", "H", "H", "H", "H", "H", "H", "H", "H", "H", "F", "C", "C", "F", "C", "F", "C", "Se", "C", "F", "C", "F", "Cl", "C", "C", "O", "O", "H", "H", "C", "C", "O", "N", "Te", "C", "C", "C", "C", "C", "C", "C", "C", "C", "C", "C", "C", "C", "C", "C", "C", "C", "C", "H", "H", "H", "H", "H", "H", "H", "H", "H", "H", "H", "H", "H", "H", "H", "H", "H", "H", "H", "H", "H", "H", "H", "H", "H"],
  "positions_angstrom": [[0.2312, 0.6353, 0.2694], [0.3577, 2.9248, -3.8957], [0.8474, 1.5701, -3.4476], [1.1064, 0.5404, -4.5206], [1.0182, 1.3281, -2.2780], [0.7099, 3.1825, -4.8949], [0.6666, 3.6735, -3.1689], [-0.7367, 2.9049, -3.9142], [0.2739, 0.5008, -5.2264], [1.2736, -0.4367, -4.0733], [1.9949, 0.8364, -5.0847], [1.1606, -5.0663, -1.4100], [0.3924, -3.7500, -1.5490], [-1.1137, -4.0306, -1.5547], [0.7743, -3.1582, -2.9130], [0.7524, -2.3871, -0.2655], [2.5849, -2.4111, -0.3375], [3.4340, -3.3601, 0.2341], [4.8020, -3.3174, 0.0112], [5.3456, -2.3351, -0.8076], [4.5179, -1.3753, -1.3689], [3.1517, -1.4030, -1.1191], [0.2213, -3.0310, 1.4259], [1.0988, -2.3208, 2.4612], [0.2558, -4.5344, 1.7086], [-1.2279, -2.5466, 1.6077], [0.8861, -5.7240, -2.2429], [0.9359, -5.5961, -0.4877], [2.2375, -4.9038, -1.4623], [-1.3834, -4.5746, -2.4662], [-1.6939, -3.1067, -1.5308], [-1.4200, -4.6404, -0.7045], [0.6140, -3.9132, -3.6899], [1.8249, -2.8637, -2.9425], [0.1648, -2.2906, -3.1617], [3.0292, -4.1449, 0.8590], [5.4463, -4.0532, 0.4767], [6.4139, -2.3070, -0.9859], [4.9344, -0.5844, -1.9806], [2.5132, -0.6214, -1.5193], [2.0788, -2.7897, 2.5499], [0.6035, -2.3654, 3.4360], [1.2381, -1.2671, 2.2240], [1.2518, -4.9634, 1.5980], [-0.4373, -5.0992, 1.0850], [-0.0465, -4.6881, 2.7502], [-1.2972, -1.4667, 1.4746], [-1.5574, -2.7792, 2.6257], [-1.9129, -3.0358, 0.9107], [7.9091, -0.5163, 1.3831], [6.6791, 0.0131, 1.2656], [5.6405, -0.4416, 2.0542], [5.8725, -1.4135, 2.9517], [4.3773, 0.1007, 1.9131], [3.4321, -0.3692, 2.7314], [4.0770, 1.1054, 0.9946], [2.3727, 1.9316, 0.8645], [5.1565, 1.5394, 0.2265], [4.9935, 2.4973, -0.6998], [6.4301, 1.0145, 0.3489], [7.4333, 1.4624, -0.4282], [-3.3329, 1.1202, 4.1442], [-1.5464, 1.1238, 4.3865], [-0.8693, 1.4758, 3.0483], [-0.9473, 2.6484, 2.6717], [-0.3248, 0.4913, 2.4801], [-1.2812, 0.1272, 4.7219], [-1.3385, 1.8749, 5.1430], [-1.7224, -0.5067, -2.6036], [-2.4754, 0.1926, -1.4993], [-3.7248, 0.2091, -1.5301], [-1.7557, 0.8473, -0.5980], [-3.0007, 1.9641, 0.4720], [-5.0617, 1.5407, 0.9934], [-5.8039, 2.6772, 1.3498], [-5.2975, 4.0925, 1.2176], [-7.0796, 2.5006, 1.8793], [-7.6206, 1.2446, 2.0948], [-9.0012, 1.0761, 2.6694], [-6.8428, 0.1408, 1.7830], [-5.5635, 0.2591, 1.2490], [-4.7718, -1.0023, 1.0389], [-3.2230, 3.3562, -1.1371], [-2.1171, 4.2166, -1.2457], [-0.9633, 4.1997, -0.2786], [-2.0735, 5.1181, -2.3076], [-3.0793, 5.1828, -3.2543], [-2.9974, 6.1332, -4.4184], [-4.1704, 4.3383, -3.1069], [-4.2803, 3.4237, -2.0615], [-5.5448, 2.6085, -2.0029], [-2.2261, -1.4323, -2.8762], [-0.6956, -0.6921, -2.2998], [-1.7321, 0.1539, -3.4746], [-4.2948, 4.2106, 1.6383], [-5.9595, 4.7698, 1.7554], [-5.2504, 4.4164, 0.1781], [-7.6555, 3.3816, 2.1449], [-9.4136, 2.0322, 2.9911], [-8.9877, 0.4054, 3.5301], [-9.6825, 0.6472, 1.9314], [-7.2320, -0.8540, 1.9769], [-5.4396, -1.8532, 0.9019], [-4.1562, -1.2017, 1.9226], [-4.1198, -0.9344, 0.1756], [-0.3957, 3.2656, -0.3422], [-1.2804, 4.2792, 0.7617], [-0.2761, 5.0174, -0.4923], [-1.2156, 5.7771, -2.3906], [-2.1002, 6.7488, -4.3608], [-3.8640, 6.7964, -4.4482], [-2.9728, 5.5881, -5.3644], [-4.9782, 4.3899, -3.8301], [-6.1130, 2.7600, -2.9207], [-6.1771, 2.9132, -1.1669], [-5.3330, 1.5487, -1.8907]],
  "lumo_ev": [2.1, 2.1],
  "total_charge": -1,
  "multiplicity": 2,
  "molar_mass_g_mol": 1149.34,
  "orbital_gap_ev": [6.04, 6.06]
}


[2]
{
  "formula": "C45H57Br2F4IN4O6S",
  "method": "the ωB97M-V functional and the def2-TZVPD basis",
  "symbols": ["C", "C", "C", "F", "C", "C", "C", "C", "I", "O", "S", "O", "O", "C", "C", "C", "C", "C", "F", "Br", "C", "F", "F", "Br", "C", "O", "C", "C", "C", "C", "C", "C", "C", "C", "C", "C", "C", "C", "O", "N", "O", "C", "C", "C", "C", "C", "C", "C", "H", "H", "H", "H", "H", "H", "H", "H", "H", "H", "H", "H", "H", "H", "H", "H", "H", "H", "H", "H", "H", "H", "H", "H", "H", "H", "H", "H", "H", "H", "H", "H", "H", "H", "H", "H", "H", "H", "H", "H", "H", "H", "C", "C", "C", "N", "C", "H", "H", "H", "H", "H", "C", "C", "C", "N", "C", "H", "H", "H", "H", "H", "C", "C", "C", "N", "C", "H", "H", "H", "H", "H"],
  "positions_angstrom": [[0.2393, 3.7420, 4.4509], [-0.3501, 4.7704, 3.3290], [-0.2325, 4.0841, 1.8576], [-1.4595, 3.2813, 1.7615], [0.0374, 5.0708, 0.6534], [-1.1506, 6.1244, 0.5729], [-2.6525, 5.6752, 0.3510], [-3.4022, 6.8976, -0.4366], [-3.8909, 5.6200, 2.2044], [1.1398, 5.9703, 1.0943], [2.5286, 5.2306, 1.5546], [2.7483, 4.9606, 3.0155], [3.6420, 6.2142, 1.1849], [2.8361, 3.6683, 0.5752], [1.6810, 3.2421, -0.4514], [2.5432, 2.8585, -1.7904], [3.5967, 1.6661, -1.5795], [3.6541, 0.7080, -2.8953], [4.8549, -0.0920, -2.6984], [2.1567, -0.5691, -3.0268], [3.9252, 1.5763, -4.2259], [2.7568, 1.9472, -4.9357], [4.7912, 2.6992, -3.9539], [5.0118, 0.4121, -5.4606], [0.9639, 1.8081, -0.1314], [1.5409, 1.0657, 0.9537], [1.0782, -0.2590, 1.0880], [0.3179, -1.1239, 0.0595], [-0.1195, -2.6056, 0.2599], [-0.8689, -3.4567, -0.8921], [0.1960, -3.3067, 1.6118], [0.9578, -2.4683, 2.6701], [1.4149, -0.9784, 2.4539], [2.1744, -0.3059, 3.6790], [3.4674, 0.5664, 3.3046], [1.0636, 0.4753, 4.5529], [0.5856, 4.4423, -0.7489], [1.4020, 5.5589, -1.5997], [0.7534, 6.8237, -1.8099], [1.3772, 7.4002, -2.8986], [2.0155, 8.3300, -2.5197], [-0.5012, 3.8098, -1.7248], [-1.1499, 4.6141, -2.9237], [-0.4291, 5.0159, -4.2691], [-1.0905, 5.7506, -5.4500], [-2.5815, 6.1614, -5.4114], [-3.3636, 5.7436, -4.1457], [-2.6774, 5.0007, -2.9643], [1.2070, 3.2374, 4.1035], [0.4502, 4.2525, 5.4476], [-0.5388, 2.9104, 4.6278], [-1.4170, 4.9639, 3.6635], [0.2565, 5.7246, 3.4429], [0.5783, 3.2793, 2.0570], [-1.1517, 6.6629, 1.6051], [-0.9736, 7.0275, -0.1294], [-2.8438, 4.6565, -0.1033], [-4.4554, 6.6212, -0.7744], [-3.3917, 7.8283, 0.2498], [-2.7511, 7.1918, -1.3425], [3.1372, 2.8997, 1.3610], [3.8215, 3.8850, 0.0053], [3.2140, 3.7360, -2.1408], [1.8924, 2.5907, -2.6860], [4.6708, 2.0984, -1.5230], [3.4835, 1.0271, -0.6501], [-0.1559, 1.9314, 0.1493], [0.9205, 1.1871, -1.1091], [0.0366, -0.6634, -0.9572], [-0.0231, -3.7528, -1.6292], [-1.6023, -2.8281, -1.5056], [-1.3016, -4.4398, -0.5087], [-0.0557, -4.3891, 1.8679], [1.1965, -2.9783, 3.6769], [2.5482, -1.1632, 4.3620], [3.7439, 0.5457, 2.1837], [3.1898, 1.6731, 3.5147], [4.3443, 0.3308, 3.9927], [1.5044, 1.2205, 5.2965], [0.2672, 0.9652, 3.8884], [0.5003, -0.3407, 5.1497], [1.6941, 5.1886, -2.6599], [2.4441, 5.7950, -1.1427], [-0.1699, 2.8389, -2.2698], [-1.3766, 3.4401, -1.0591], [0.6793, 4.7373, -4.4305], [-0.4942, 6.0214, -6.3987], [-3.0613, 6.7412, -6.2825], [-4.4832, 6.0097, -4.0942], [-3.4025, 4.7398, -2.1066], [-3.3573, -8.4288, -2.5542], [-3.5825, -8.9055, -1.2388], [-2.6779, -8.2806, -0.4161], [-1.9117, -7.4477, -1.1868], [-2.3229, -7.5280, -2.4909], [-3.8934, -8.7125, -3.4479], [-4.3239, -9.6248, -0.9284], [-2.5130, -8.3575, 0.6480], [-1.1628, -6.8661, -0.8473], [-1.8441, -6.9398, -3.2591], [3.0371, -7.2069, 0.6837], [3.8208, -6.8220, 1.7991], [3.8533, -5.4486, 1.8219], [3.1224, -4.9907, 0.7592], [2.6167, -6.0555, 0.0630], [2.8051, -8.2141, 0.3702], [4.3067, -7.4767, 2.5074], [4.3335, -4.7598, 2.5005], [2.9779, -4.0206, 0.5262], [2.0040, -5.9026, -0.8129], [-6.0978, -10.9627, 2.6403], [-5.9193, -12.3567, 2.4605], [-5.7119, -12.5733, 1.1204], [-5.7631, -11.3620, 0.4834], [-5.9927, -10.3737, 1.4040], [-6.2816, -10.4470, 3.5713], [-5.9397, -13.1174, 3.2269], [-5.5339, -13.4825, 0.5663], [-5.6489, -11.2201, -0.5068], [-6.0627, -9.3400, 1.1002]],
  "smiles": "CC[C@@H](F)[C@@]1(C[C@H](C)I)OS(=O)(=O)C[C@@](CC[C@@](F)(Br)C(F)(F)Br)(COc2cc(C)ccc2C(C)C)[C@@]1(CON=O)Cc1ccccc1.c1cc[nH]c1.c1cc[nH]c1.c1cc[nH]c1",
  "lumo_ev": -0.5,
  "multiplicity": 1,
  "molar_mass_g_mol": 1144.74,
  "orbital_gap_ev": 7.80
}


[3]
{
  "formula": "C45H57IrN2O6P2S2SbSe",
  "method": "the ωB97M-V functional and the def2-TZVPD basis",
  "symbols": ["Ir", "O", "P", "C", "P", "O", "C", "C", "C", "C", "C", "C", "C", "C", "C", "C", "C", "C", "C", "C", "C", "C", "C", "C", "C", "C", "C", "C", "C", "C", "H", "H", "H", "H", "H", "H", "H", "H", "H", "H", "H", "H", "H", "H", "H", "H", "H", "H", "H", "H", "H", "H", "C", "C", "N", "C", "C", "S", "C", "C", "S", "C", "N", "C", "H", "H", "H", "H", "H", "H", "H", "H", "C", "C", "C", "C", "Sb", "C", "C", "C", "C", "C", "C", "C", "C", "H", "H", "H", "H", "H", "H", "H", "H", "H", "H", "H", "H", "H", "H", "H", "H", "H", "H", "H", "H", "H", "H", "H", "H", "H", "H", "H", "O", "Se", "O", "O", "O"],
  "positions_angstrom": [[-0.2795, 0.3617, -0.5050], [0.1340, 1.6564, -2.3644], [0.6201, 0.9996, -3.6091], [-0.5566, -0.3079, -4.1419], [-2.1648, 0.0863, -3.3518], [-2.1630, -0.2044, -1.8899], [-2.4822, 1.8325, -3.6943], [-2.8251, 2.6528, -2.6289], [-2.9918, 4.0100, -2.8330], [-2.7954, 4.5467, -4.0959], [-2.4502, 3.7277, -5.1588], [-2.3068, 2.3653, -4.9636], [-3.3904, -0.9790, -4.1641], [-4.6030, -0.4987, -4.6343], [-5.5219, -1.3766, -5.1856], [-5.2369, -2.7311, -5.2607], [-4.0256, -3.2104, -4.7851], [-3.1080, -2.3390, -4.2285], [2.2870, 0.2885, -3.7290], [3.3543, 1.0928, -3.3525], [4.6516, 0.6635, -3.5638], [4.8853, -0.5629, -4.1619], [3.8233, -1.3715, -4.5289], [2.5246, -0.9443, -4.3240], [0.7571, 2.3295, -4.8407], [1.0855, 3.5656, -4.2972], [1.3700, 4.6414, -5.1155], [1.3081, 4.4935, -6.4905], [0.9641, 3.2680, -7.0383], [0.7113, 2.1803, -6.2189], [-0.2182, -1.2354, -3.6722], [-0.6165, -0.4096, -5.2236], [-2.9434, 2.2074, -1.6514], [-3.2733, 4.6535, -2.0130], [-2.9206, 5.6063, -4.2612], [-2.2866, 4.1533, -6.1374], [-2.0682, 1.7131, -5.7913], [-4.8242, 0.5572, -4.5663], [-6.4620, -0.9968, -5.5547], [-5.9643, -3.4147, -5.6703], [-3.7941, -4.2630, -4.8461], [-2.1718, -2.7093, -3.8346], [3.1548, 2.0504, -2.8914], [5.4856, 1.2843, -3.2743], [5.8972, -0.8868, -4.3442], [4.0076, -2.3362, -4.9773], [1.7023, -1.5818, -4.6110], [1.1134, 3.6739, -3.2241], [1.6462, 5.5915, -4.6837], [1.5283, 5.3317, -7.1345], [0.9017, 3.1615, -8.1118], [0.4757, 1.2242, -6.6642], [0.4418, 3.8452, -0.0080], [-0.7959, 3.3701, 0.6343], [-1.1558, 2.1278, 0.6720], [-2.3624, 1.9199, 1.2842], [-2.9422, 3.0645, 1.7459], [-1.9586, 4.4246, 1.3892], [-2.8332, 0.5520, 1.3423], [-4.0069, 0.0666, 1.8423], [-4.0775, -1.6350, 1.6463], [-2.5089, -1.6052, 0.8955], [-2.0051, -0.4142, 0.8303], [-1.8635, -2.8284, 0.3870], [1.0648, 2.9799, -0.2362], [0.9752, 4.5509, 0.6253], [0.1922, 4.3438, -0.9450], [-3.8639, 3.1732, 2.2743], [-4.8126, 0.5972, 2.3040], [-2.4618, -3.2509, -0.4207], [-1.7731, -3.5838, 1.1675], [-0.8811, -2.5646, 0.0034], [0.0347, -0.1074, 6.3630], [-0.6646, -0.2773, 5.0476], [-1.3934, -1.5867, 4.8987], [-1.5202, 0.9034, 4.6719], [1.0599, -0.3987, 3.1364], [2.2879, -2.3055, 3.4686], [3.6693, -2.1349, 2.8706], [1.5479, -3.4040, 2.7262], [2.3820, -2.6011, 4.9563], [2.5763, 1.3138, 3.5082], [3.3142, 1.0348, 4.8058], [3.5212, 1.3837, 2.3277], [1.7411, 2.5811, 3.6152], [-0.6971, -0.1421, 7.1749], [0.5363, 0.8539, 6.4224], [0.7575, -0.8954, 6.5444], [-2.2592, -1.6198, 5.5633], [-0.7541, -2.4273, 5.1541], [-1.7523, -1.7100, 3.8769], [-2.4051, 0.9371, 5.3101], [-1.8545, 0.8237, 3.6401], [-0.9856, 1.8403, 4.8004], [3.6052, -1.8122, 1.8323], [4.1852, -3.0950, 2.8865], [4.2767, -1.4297, 3.4369], [1.5148, -3.1672, 1.6663], [0.5290, -3.5152, 3.0941], [2.0722, -4.3512, 2.8494], [2.8128, -1.7670, 5.5047], [3.0215, -3.4710, 5.1072], [1.4033, -2.8275, 5.3683], [3.9492, 0.1568, 4.7219], [2.6192, 0.8831, 5.6270], [3.9536, 1.8806, 5.0624], [4.1083, 0.4744, 2.2358], [4.2113, 2.2201, 2.4463], [2.9787, 1.5260, 1.3957], [1.1020, 2.5545, 4.4965], [1.1231, 2.7097, 2.7266], [2.3930, 3.4508, 3.7057], [2.0625, 0.9673, -0.5425], [2.0887, -0.6389, -0.5661], [1.0805, -1.1603, -1.7096], [1.2153, -0.9883, 0.8458], [3.5053, -1.2855, -0.5566]],
  "lumo_ev": [-2.2, -3.6],
  "total_charge": 1,
  "multiplicity": 5,
  "molar_mass_g_mol": 1240.98,
  "orbital_gap_ev": [7.44, 6.99]
}